Entry 1:
Below is a 2-piece molecular cluster, C4H8N2O overall at a distorted geometry, with properties calculated with ωB97M-V/def2-TZVPD.

Properties
maximum force: 0.0425 hartree/bohr
net charge: 0
E_LUMO: 0.82 eV
ΔE to the lowest compared entry with this formula, charge and spin: 136.0 kJ/mol
E_tot: -9304.983 eV
frontier orbital gap: 9.52 eV

Structure (XYZ):
```
15
Properties=species:S:1:pos:R:3:forces:R:3
C 1.697942 0.533935 0.019847 -0.9 0.1 -1.0
C 0.461304 -0.324036 -0.077741 0.6 -1.3 -1.2
C -0.148153 -0.778390 -1.247305 0.3 -1.2 0.5
N -1.102529 -1.681639 -0.825713 -1.0 0.6 0.5
C -1.157620 -1.622020 0.527484 1.6 -0.8 0.4
N -0.106390 -0.980432 0.983758 -0.9 1.9 0.5
H 1.699161 1.142361 -0.885244 0.1 0.2 0.0
H 1.635640 1.222662 0.855523 0.4 -0.2 0.2
H 2.615604 -0.043820 -0.053345 0.1 -0.1 0.6
H 0.109495 -0.945283 -2.283667 0.3 1.1 0.0
H -1.682680 -2.228742 -1.434581 -0.2 0.1 0.0
H -1.819868 -2.095762 1.235644 -0.3 -0.4 -0.6
O -0.576097 2.886872 0.803495 -0.1 -0.2 0.2
H -0.545542 1.927911 0.770788 0.2 -0.4 -0.5
H -1.080267 2.986380 1.611055 -0.2 0.5 0.3
```
Positions in Å, forces in eV/Å.

natural (NBO) population analysis, charges in e, atoms 1 to 5:
1. C -0.64
2. C 0.09
3. C -0.13
4. N -0.51
5. C 0.15

***

Entry 2:
Below is an isolated molecule of C4H8N2O at a distorted geometry, with properties calculated with ωB97M-V/def2-TZVPD.

Properties
maximum force: 0.0276 hartree/bohr
net charge: 0
E_LUMO: 0.99 eV
ΔE to the lowest compared entry with this formula, charge and spin: 152.4 kJ/mol
E_tot: -9304.814 eV
frontier orbital gap: 10.55 eV

Structure (XYZ):
```
15
Properties=species:S:1:pos:R:3:forces:R:3
C 0.807158 0.261930 -1.382500 0.0 -0.1 -0.2
C 0.127276 -0.134103 -0.102799 -0.2 -0.3 -0.4
C -1.322203 0.385571 0.010301 0.3 -0.1 -0.2
N -1.395417 1.249150 1.033115 0.1 0.0 -0.2
O -2.199530 0.017969 -0.748301 0.3 0.2 0.3
C 0.335637 -1.441875 0.531283 -0.1 -0.4 -0.1
N 0.982244 -0.258244 1.104316 -0.1 0.3 -0.1
H 1.694592 -0.354796 -1.557051 -0.1 0.0 -0.1
H 0.098457 0.131642 -2.199815 0.2 0.0 -0.1
H 1.124656 1.314710 -1.358483 -0.1 -0.2 0.1
H -0.449795 1.355524 1.365603 -0.4 0.7 1.2
H -2.227638 1.733802 1.345390 0.4 -0.1 -0.1
H -0.456660 -1.836897 1.161315 0.1 -0.1 -0.2
H 0.913563 -2.169741 -0.027630 0.1 0.0 0.2
H 1.967660 -0.254642 0.825254 -0.4 0.3 0.0
```
Positions in Å, forces in eV/Å.

natural (NBO) population analysis, charges in e, atoms 1 to 5:
1. C -0.62
2. C -0.03
3. C 0.67
4. N -0.82
5. O -0.61

***

Entry 3:
Below is C4H8N2O as an isolated structure at a distorted geometry, with properties calculated with ωB97M-V/def2-TZVPD.

Properties
maximum force: 0.1357 hartree/bohr
net charge: 0
E_LUMO: 0.30 eV
ΔE to the lowest compared entry with this formula, charge and spin: 767.3 kJ/mol
E_tot: -9298.441 eV
frontier orbital gap: 8.14 eV

Structure (XYZ):
```
15
Properties=species:S:1:pos:R:3:forces:R:3
C -1.439998 -0.486591 -0.063225 -6.0 -1.2 -2.1
C -0.225118 0.260417 -0.252456 4.7 -0.2 -0.9
C 0.655342 -0.721673 1.637935 2.1 -1.0 4.4
C 1.812501 -1.373538 2.206341 -1.2 -0.3 -4.3
H -1.963217 -0.478803 0.872957 0.9 0.1 1.3
H -1.572684 -1.571281 -0.404147 1.7 1.1 0.6
H -2.389829 -0.195744 -0.626406 1.5 0.7 0.0
H 0.927437 1.428586 -1.673634 0.5 -0.5 -0.2
H -1.474223 2.228293 -1.908804 1.2 -5.2 -2.4
H -0.355383 -0.351879 2.521555 3.1 -1.4 -3.1
H 2.762015 -1.605019 1.386521 -2.9 0.9 2.5
H 1.673360 -2.173551 2.927672 0.2 0.7 0.6
N 0.019050 1.257946 -1.290385 -2.9 -2.9 2.2
N 0.830944 -0.177702 0.399465 -1.9 2.5 -0.4
O -1.046725 1.135749 -2.253855 -0.9 6.6 2.0
```
Positions in Å, forces in eV/Å.

natural (NBO) population analysis, charges in e, atoms 1 to 5:
1. C -0.75
2. C 0.44
3. C -0.01
4. C -0.47
5. H 0.26

***

Entry 4:
Below is an isolated molecule of C4H8N2O at a distorted geometry, with properties calculated with ωB97M-V/def2-TZVPD.

Properties
maximum force: 0.0371 hartree/bohr
net charge: 0
E_LUMO: 0.71 eV
ΔE to the lowest compared entry with this formula, charge and spin: 313.7 kJ/mol
E_tot: -9303.142 eV
frontier orbital gap: 9.11 eV

Structure (XYZ):
```
15
Properties=species:S:1:pos:R:3:forces:R:3
C -1.532854 -1.046696 -0.110888 -0.2 0.2 -0.5
C 0.414526 0.501129 1.107642 1.0 1.4 0.9
C -1.055099 0.351112 -0.640784 -0.5 -0.6 -0.3
N -0.458261 1.179569 0.405828 -0.3 -1.5 1.0
C 1.413368 -0.281871 0.364425 0.2 -0.4 0.3
O 1.477820 -1.496296 0.240098 0.0 0.3 0.0
N 2.444936 0.553195 -0.009330 0.0 -0.1 -0.3
H -2.356542 -0.946672 0.616301 0.3 0.1 -0.3
H -1.922370 -1.502687 -1.018451 -0.3 -0.4 0.1
H -0.803794 -1.770778 0.308021 0.0 1.0 -0.3
H -0.325832 0.253443 -1.457503 -0.3 0.0 0.2
H -1.945841 0.877234 -0.970612 0.0 0.0 -0.5
H -1.125922 1.711183 0.964036 0.2 0.0 -0.2
H 2.433731 1.517660 0.285983 0.1 -0.2 0.1
H 3.342132 0.100478 -0.084760 0.0 0.1 -0.1
```
Positions in Å, forces in eV/Å.

natural (NBO) population analysis, charges in e, atoms 1 to 5:
1. C -0.65
2. C 0.11
3. C -0.24
4. N -0.55
5. C 0.52

***

Entry 5:
Below is C4H8N2O2 as an isolated structure at a distorted geometry, with properties calculated with ωB97M-V/def2-TZVPD.

Properties
maximum force: 0.0228 hartree/bohr
net charge: 0
E_LUMO: 0.55 eV
ΔE to the lowest compared entry with this formula, charge and spin: 496.6 kJ/mol
E_tot: -11348.966 eV
frontier orbital gap: 7.95 eV

Structure (XYZ):
```
16
Properties=species:S:1:pos:R:3:forces:R:3
C 0.596737 -0.099108 0.528338 0.8 0.6 -0.7
C 1.390808 0.856619 -0.277983 -0.2 0.8 0.5
C -0.865287 -0.384850 0.375847 -0.3 -0.4 -0.2
N 1.087209 -0.319313 1.758403 0.0 -0.5 -0.3
N 0.714032 1.703147 -1.079311 -0.2 -0.2 -0.2
C -1.534622 -0.481231 -0.776081 0.1 0.2 0.2
O 1.535194 -0.831283 -0.858601 -0.5 -0.6 0.8
O -1.479603 -0.515346 1.597785 0.1 0.0 -0.2
H 0.919814 -1.121230 -1.547539 -0.2 0.1 0.1
H -2.413278 -0.734170 1.475276 0.2 0.1 -0.1
H 2.048886 -0.033897 1.888294 -0.2 0.0 0.0
H 0.675415 -1.027980 2.349848 0.2 0.1 -0.1
H 1.240070 2.408418 -1.568210 -0.1 -0.1 0.1
H -0.267127 1.618878 -1.349928 0.2 0.0 0.1
H -2.603112 -0.660157 -0.787557 0.0 0.0 0.0
H -1.045138 -0.378497 -1.728581 0.1 -0.1 0.0
```
Positions in Å, forces in eV/Å.

natural (NBO) population analysis, charges in e, atoms 1 to 5:
1. C 0.30
2. C 0.05
3. C 0.27
4. N -0.74
5. N -0.83

***

Entry 6:
Below is an isolated molecule of C4H8N2O2 at a distorted geometry, with properties calculated with ωB97M-V/def2-TZVPD.

Properties
maximum force: 0.0620 hartree/bohr
net charge: 0
E_LUMO: 0.50 eV
ΔE to the lowest compared entry with this formula, charge and spin: 252.1 kJ/mol
E_tot: -11351.500 eV
frontier orbital gap: 9.60 eV

Structure (XYZ):
```
16
Properties=species:S:1:pos:R:3:forces:R:3
C -1.510067 -0.707884 -1.099544 -0.1 -0.3 0.0
N -0.472599 -0.515600 -0.119740 -1.1 0.2 -0.1
C -0.631700 0.034963 1.042445 0.1 -2.6 -0.2
O -1.696246 -0.083234 1.863220 -0.1 1.0 -0.2
N 0.541705 0.433478 1.528963 0.8 0.2 -1.1
C 1.502982 -0.126706 0.313563 1.1 1.7 2.5
C 1.703907 0.907578 -0.754590 -0.3 0.3 -1.0
O 2.348934 -0.913572 0.646702 -1.2 -0.2 -0.6
H -1.481409 0.073178 -1.864887 0.1 -0.1 -0.1
H -1.366641 -1.679057 -1.577868 0.0 0.1 -0.1
H -2.537864 -0.703376 -0.717834 0.0 0.0 0.2
H -2.413221 -0.543244 1.406655 0.1 0.0 -0.1
H 0.732100 0.288236 2.513046 0.3 -0.2 -0.2
H 0.795997 1.207141 -1.272590 -0.2 0.0 0.4
H 2.330176 0.514379 -1.555818 0.3 -0.2 0.3
H 2.153946 1.813720 -0.351723 0.2 -0.2 0.2
```
Positions in Å, forces in eV/Å.

natural (NBO) population analysis, charges in e, atoms 1 to 5:
1. C -0.42
2. N -0.58
3. C 0.72
4. O -0.66
5. N -0.69

***

Entry 7:
Below is an isolated molecule of C4H8N2O2 at a distorted geometry, with properties calculated with ωB97M-V/def2-TZVPD.

Properties
maximum force: 0.0726 hartree/bohr
net charge: 0
E_LUMO: -0.01 eV
ΔE to the lowest compared entry with this formula, charge and spin: 499.8 kJ/mol
E_tot: -11348.933 eV
frontier orbital gap: 8.88 eV

Structure (XYZ):
```
16
Properties=species:S:1:pos:R:3:forces:R:3
C 1.834962 0.311248 -1.699216 0.0 0.7 0.2
C 0.688004 0.625945 -1.163190 -0.1 1.5 0.7
O 0.165526 1.714557 0.109289 1.2 -1.4 -2.3
C -0.496093 0.593873 -0.420511 -1.9 -1.9 2.6
O -1.842662 0.912453 -0.767728 1.3 -0.5 -0.4
C -0.570223 -0.765903 0.566511 -0.2 1.7 -0.9
N 0.654971 -1.417072 0.894748 0.4 0.0 -0.5
N -1.163860 -0.341616 1.780359 -1.5 0.1 0.9
H 2.088369 -0.717300 -1.936448 -0.5 0.2 -0.7
H 2.589804 1.071779 -1.868075 0.2 -0.2 0.5
H -1.897110 1.881452 -0.743028 0.2 -0.3 -0.1
H -1.221924 -1.466966 0.042011 0.0 0.1 -0.1
H 1.124684 -1.775884 0.072343 0.2 0.1 0.1
H 1.247432 -0.763377 1.399161 0.2 -0.2 -0.1
H -2.164361 -0.505023 1.726748 0.2 0.2 0.3
H -1.037518 0.641834 2.007027 0.2 -0.1 -0.3
```
Positions in Å, forces in eV/Å.

natural (NBO) population analysis, charges in e, atoms 1 to 5:
1. C -0.49
2. C 0.34
3. O -0.58
4. C 0.37
5. O -0.71

***

Entry 8:
Below is an isolated molecule of C4H8N2O2 at a distorted geometry, with properties calculated with ωB97M-V/def2-TZVPD.

Properties
maximum force: 0.0580 hartree/bohr
net charge: 0
E_LUMO: 0.63 eV
ΔE to the lowest compared entry with this formula, charge and spin: 446.6 kJ/mol
E_tot: -11349.484 eV
frontier orbital gap: 9.11 eV

Structure (XYZ):
```
16
Properties=species:S:1:pos:R:3:forces:R:3
C 0.740938 -2.460983 -0.690179 -0.9 0.4 -0.8
N 0.847324 -2.247691 0.557151 -0.4 0.6 -0.1
N 0.491439 -0.991222 1.018718 0.7 -2.8 -0.7
C 0.409394 0.081598 0.159042 -1.4 2.3 -0.2
C -1.016955 0.724964 -0.027209 -0.2 0.0 0.5
O -1.251085 1.388350 -1.274506 0.1 -0.3 0.9
C 0.102819 1.397946 0.819469 -2.7 -0.2 0.6
O 0.502811 2.682356 0.481246 0.7 -0.5 -0.1
H 0.934500 -3.439850 -1.093999 0.3 -0.3 0.3
H 0.297381 -1.748473 -1.422964 0.5 -0.3 0.6
H 0.697790 -0.950571 1.977576 0.5 0.8 1.0
H 1.041527 0.174947 -0.720976 0.1 -0.4 0.0
H -1.989021 0.332406 0.497373 2.2 0.5 -1.0
H -1.781062 0.803488 -1.831919 0.2 0.1 0.1
H -0.115530 1.350148 1.906062 0.4 -0.1 -0.7
H 0.087731 2.902586 -0.354887 -0.1 0.1 -0.3
```
Positions in Å, forces in eV/Å.

natural (NBO) population analysis, charges in e, atoms 1 to 5:
1. C -0.20
2. N -0.20
3. N -0.45
4. C -0.14
5. C 0.03